Entry 1:
The following is a quantum chemistry calculation of a 3-piece molecular cluster, C18H31FN2O8S2 overall at a distorted geometry, from OMol25.

Each line ends with the Löwdin charge.
Cartesian coordinates (Å):
C 2.864 -1.021 0.317  -0.0780
C 2.484 -2.460 -0.013  -0.2118
C 1.207 -2.584 -0.800  -0.1807
O 0.086 -2.395 0.078  -0.0513
C -1.012 -1.846 -0.510  -0.2712
O -0.825 -0.407 -0.634  0.0948
C -0.937 0.033 0.649  -0.4007
O -0.235 0.834 1.173  0.1757
C -2.159 -0.678 1.238  -0.1236
F -3.208 0.181 0.982  0.0459
C -2.261 -1.971 0.428  -0.3439
N -2.057 -3.203 1.248  0.2122
C -2.617 -3.331 2.320  -0.3172
O -3.076 -3.485 3.377  0.1805
N -3.405 -2.067 -0.426  0.0353
C -4.757 -1.923 0.162  -0.2251
C -5.493 -0.668 -0.336  -0.0842
H 2.028 -0.472 0.747  0.0634
H 3.246 -0.493 -0.555  0.0849
H 3.668 -1.033 1.050  0.0317
H 3.282 -2.911 -0.606  0.1160
H 2.413 -3.041 0.906  0.1182
H 1.122 -3.584 -1.237  0.1271
H 1.175 -1.862 -1.618  0.1306
H -1.214 -2.206 -1.517  0.1708
H -2.088 -0.784 2.317  0.1680
H -3.339 -2.974 -0.867  0.1247
H -5.324 -2.796 -0.161  0.1101
H -4.722 -1.962 1.252  0.1064
H -5.588 0.054 0.471  0.0613
H -6.482 -0.913 -0.714  0.0701
H -4.889 -0.225 -1.121  0.0371
O 5.656 -1.889 2.721  -0.3205
S 6.285 -0.755 2.092  0.6444
O 6.366 -0.664 0.657  -0.3251
C 5.567 0.744 2.760  -0.2316
C 6.429 1.060 3.978  -0.2202
C 7.881 0.819 3.541  -0.2143
C 7.921 -0.530 2.812  -0.2184
H 4.520 0.558 2.990  0.1064
H 5.652 1.514 1.994  0.1103
H 6.273 2.082 4.318  0.1147
H 6.170 0.389 4.799  0.1196
H 8.195 1.615 2.864  0.1162
H 8.564 0.822 4.389  0.1127
H 8.651 -0.560 2.008  0.1011
H 8.086 -1.361 3.494  0.1034
O -4.623 0.899 -3.066  -0.3236
S -4.588 1.963 -4.037  0.6662
O -5.092 1.755 -5.369  -0.3212
C -5.340 3.418 -3.312  -0.2292
C -4.184 4.126 -2.613  -0.2201
C -2.999 4.060 -3.586  -0.2130
C -2.911 2.618 -4.101  -0.2146
H -6.138 3.100 -2.644  0.1073
H -5.747 4.014 -4.128  0.1067
H -4.444 5.153 -2.360  0.1142
H -3.935 3.604 -1.687  0.1190
H -3.173 4.741 -4.421  0.1156
H -2.067 4.358 -3.108  0.1136
H -2.559 2.550 -5.127  0.1012
H -2.300 1.990 -3.456  0.1022

Cartesian forces (eV/Å) of the 2 atoms listed first:
0.101 -0.130 0.250
0.286 0.227 -0.093

Output
structure (SMILES): CCCO[C@@H]1OC(=O)[C@@H](F)[C@@]1(N=C=O)NCC.O=S1(=O)CCCC1.O=S1(=O)CCCC1
E: -2312.104452 hartree
Kohn-Sham gap: 0.37467 Ha
HOMO level: -9.50 eV


Entry 2:
The following is a quantum chemistry calculation of the molecule C6H11NO at a distorted geometry, from OMol25.

Each line ends with the Löwdin spin population.
Cartesian coordinates (Å):
C -0.019 0.695 0.643  0.7468
C 0.451 -0.575 1.275  0.1163
C -1.028 -2.454 1.206  0.0061
C 0.185 1.112 -0.646  0.6969
C -0.283 2.449 -1.092  0.1105
C 0.771 0.179 -1.632  0.1063
N 0.034 -1.806 0.619  0.0311
O 0.269 -2.848 1.514  0.0060
H -1.620 -2.137 2.013  0.0025
H -0.489 1.492 1.346  0.0365
H 1.452 -0.497 1.169  0.0292
H 0.269 -0.501 2.358  0.0017
H -1.525 -3.271 0.511  0.0013
H 0.078 2.696 -2.050  0.0013
H -0.031 3.166 -0.349  0.0206
H -1.300 2.511 -1.157  0.0343
H 0.664 0.430 -2.728  0.0022
H 0.341 -0.740 -1.526  0.0186
H 1.783 0.100 -1.474  0.0319

Cartesian forces (eV/Å) of the 2 atoms listed first:
-2.913 -0.277 7.535
-2.721 1.922 0.407

Output
energy relative to the best compared isomer or geometry (same formula, charge and spin): 3.516 eV
multiplicity: 3
E: -364.908182 hartree
Kohn-Sham gap (spin up / spin down): 0.22086 / 0.29567 Ha
⟨S²⟩: 2.01
HOMO level (spin up / spin down): -5.00 / -9.55 eV


Entry 3:
The following is a quantum chemistry calculation of C23H17N6PtS as an isolated structure at a distorted geometry, from OMol25.

Each line ends with the Löwdin charge.
Cartesian coordinates (Å):
Pt 1.481 0.905 -0.358  1.2322
N -3.075 0.489 -0.670  0.0311
C -1.871 0.409 -1.465  -0.2240
N -0.335 1.248 0.225  -0.1046
C -0.735 0.435 1.215  -0.2803
N 0.246 -0.133 1.937  0.0802
N 1.431 0.005 1.420  -0.1892
C 2.619 -0.232 1.905  -0.0478
C 3.722 -0.086 0.999  -0.2494
C 5.046 -0.329 1.384  0.0025
C 6.065 -0.193 0.466  -0.0305
C 5.747 0.119 -0.854  -0.0317
C 4.427 0.374 -1.176  -0.1058
N 3.443 0.326 -0.280  -0.1080
C -2.111 0.219 1.583  -0.0815
C -2.365 -0.111 2.924  -0.0129
C -3.644 -0.179 3.414  -0.0683
C -4.711 0.107 2.563  -0.0574
C -4.492 0.364 1.230  -0.0142
C -3.195 0.376 0.688  -0.1947
H -3.941 0.635 -1.162  0.1425
H -2.144 0.582 -2.513  0.1671
H 2.770 -0.496 2.943  0.1351
H 5.249 -0.616 2.403  0.1217
H 7.092 -0.336 0.764  0.1196
H 6.512 0.189 -1.610  0.1137
H 4.135 0.647 -2.183  0.1195
H -1.511 -0.266 3.563  0.1114
H -3.819 -0.417 4.449  0.1081
H -5.719 0.108 2.946  0.1128
H -5.327 0.573 0.575  0.1157
S -2.002 3.128 -1.161  1.0865
C -0.866 3.804 -2.232  -0.3203
C 0.307 3.083 -2.416  -0.1631
C 0.363 1.872 -1.758  -0.2060
C -0.923 1.550 -1.024  -0.6139
C -1.251 -0.983 -1.366  -0.2217
C -2.106 -2.081 -1.418  0.0029
C -1.566 -3.355 -1.342  -0.0341
C -0.189 -3.496 -1.241  -0.0380
C 0.581 -2.347 -1.214  -0.1186
N 0.066 -1.123 -1.263  0.0716
H -1.070 4.771 -2.654  0.0842
H 1.113 3.486 -3.005  0.1053
H -3.171 -1.933 -1.519  0.1202
H -2.209 -4.222 -1.370  0.1154
H 0.273 -4.470 -1.195  0.1103
H 1.660 -2.400 -1.150  0.1068

Cartesian forces (eV/Å) of the 2 atoms listed first:
-0.562 -0.215 0.209
-0.223 0.357 -0.751

Output
energy relative to the best compared isomer or geometry (same formula, charge and spin): 4.000 eV
E: -1732.392241 hartree
Kohn-Sham gap: 0.22250 Ha
net charge: +1
HOMO level: -10.51 eV